(1)
11
Properties=species:S:1:pos:R:3:forces:R:3 method="wB97M-V/def2-TZVPD" largest_force_ha_per_bohr=0.1081 energy_ha=-731.9964 spin_multiplicity=1 smiles=F[C@@H](Cl)[C@@H]1CN1 de_lowest_kj_mol=240.45 lumo_ev=0.93 gap_ev=10.9 homo_ev=-10.00
C -0.153 0.225 0.512 0.26 -2.05 0.13
C 0.072 -0.566 -0.719 0.64 0.43 -3.88
C -1.210 -0.653 -1.623 1.89 0.59 -0.08
H -1.199 0.499 0.506 -0.17 0.02 1.04
H 1.097 -0.457 -1.282 -1.96 0.32 1.39
H -2.169 -0.068 -1.229 2.03 -2.12 -0.34
H -1.074 -0.434 -2.744 -0.12 -0.96 1.88
H -1.069 -2.596 -0.243 2.82 3.39 -2.31
N -0.360 -1.911 -0.985 -5.32 -1.04 1.23
F 0.158 -0.742 1.495 -0.20 1.73 0.60
Cl 0.780 1.710 0.554 0.13 -0.29 0.34



(2)
56
Properties=species:S:1:pos:R:3:forces:R:3 method="wB97M-V/def2-TZVPD" largest_force_ha_per_bohr=0.0554 energy_ha=-1154.8105 spin_multiplicity=1 smiles=OCCO.OCCO.CO.CO.CO.CO.CO.CO de_lowest_kj_mol=123.81 lumo_ev=0.11 gap_ev=9.7 homo_ev=-9.62
C 1.744 2.268 0.885 -1.09 0.54 1.40
O 2.300 1.627 -0.215 0.32 -0.64 -0.81
H 2.410 3.054 1.240 -0.11 -0.03 0.28
H 0.757 2.698 0.713 0.18 0.27 -0.81
H 1.476 1.550 1.661 0.52 -0.05 0.44
H 2.959 1.041 0.164 0.34 0.05 -0.20
C 1.545 -1.082 3.563 -0.29 0.18 -1.69
O 1.012 -1.261 4.811 -0.17 -0.47 2.31
H 1.552 -2.030 3.026 0.16 0.11 -0.41
H 0.866 -0.375 3.088 0.32 0.16 -0.96
H 2.556 -0.675 3.557 -0.03 0.01 0.46
H 0.261 -1.849 4.703 -0.03 0.02 0.24
C -1.657 2.123 3.194 -0.98 1.03 0.75
O -0.824 3.289 3.125 0.38 -0.78 -0.87
H -1.523 1.547 4.109 0.56 -0.27 -0.16
H -2.707 2.414 3.240 -0.26 0.25 -0.06
H -1.612 1.517 2.288 0.78 0.12 0.12
H -0.957 3.930 3.826 -0.41 -0.42 0.19
C -3.122 2.246 -0.160 -0.48 -0.25 0.29
O -3.621 1.768 -1.397 0.51 -0.10 -0.44
H -3.308 1.503 0.616 -0.13 0.11 0.27
H -2.042 2.390 -0.164 -0.02 0.06 -0.53
H -3.617 3.187 0.080 0.13 0.08 0.30
H -4.434 1.281 -1.246 0.02 0.08 0.08
C -3.946 -2.379 -0.823 -0.26 0.47 -0.26
O -4.802 -3.521 -0.801 0.44 0.33 0.43
H -4.535 -1.464 -0.891 -0.21 0.18 -0.33
H -3.373 -2.207 0.087 -0.02 -0.91 0.13
H -3.264 -2.427 -1.672 0.16 0.06 0.03
H -5.332 -3.461 -1.599 -0.07 -0.14 0.00
C 1.037 3.074 -3.263 0.76 -0.31 0.70
O 1.409 4.274 -3.849 -0.53 1.59 -1.10
H 1.957 2.511 -3.416 -0.56 -0.94 0.44
H 0.859 3.272 -2.206 -0.01 -0.52 0.34
H 0.138 2.625 -3.685 0.17 -0.23 -0.26
H 0.596 4.743 -4.049 0.15 0.40 -0.10
C 2.405 -3.705 -1.526 0.61 1.14 0.20
C 3.058 -3.321 -0.200 1.18 -1.72 -0.15
O 2.621 -2.147 0.376 -1.12 1.83 0.84
O 2.782 -2.753 -2.509 0.37 -0.92 -0.13
H 1.317 -3.670 -1.468 -0.16 -0.42 0.44
H 2.747 -4.707 -1.784 -0.02 0.08 -0.24
H 4.128 -3.123 -0.261 0.29 -1.03 -0.90
H 2.939 -4.144 0.506 -0.20 -0.12 0.22
H 3.357 -1.530 0.380 -0.31 0.01 0.01
H 2.362 -1.948 -2.198 -0.25 0.82 -0.30
C -0.487 -0.623 -0.379 2.12 -1.61 -1.02
C 0.087 -0.361 -1.825 -1.14 -0.13 0.63
O 1.482 -0.411 -1.903 0.32 -0.37 0.08
O -0.098 -1.949 0.105 -1.82 0.70 -0.50
H -1.575 -0.563 -0.405 0.11 0.01 0.21
H -0.014 0.087 0.299 -0.40 0.48 0.06
H -0.274 0.609 -2.168 -0.13 0.30 0.06
H -0.267 -1.086 -2.558 -0.23 -0.21 0.27
H 1.819 0.185 -1.230 0.11 0.52 0.05
H 0.852 -2.039 0.208 0.42 0.62 -0.07



(3)
60
Properties=species:S:1:pos:R:3:forces:R:3 method="wB97M-V/def2-TZVPD" largest_force_ha_per_bohr=0.0238 energy_ha=-2618.2305 spin_multiplicity=4 lumo_ev="-0.49 / -0.44" gap_ev="5.9 / 6.0" homo_ev="-6.43 / -6.47"
Cr -0.175 -0.731 0.788 -0.05 0.15 -1.04
O 0.189 1.084 1.270 0.48 0.05 -0.19
C -0.169 1.940 2.151 -0.36 0.05 0.94
C -0.033 3.334 1.926 0.10 -0.15 -0.16
C -0.337 4.240 2.910 0.05 -0.28 -0.19
C -0.789 3.813 4.164 -0.16 -0.11 0.35
C -0.969 2.474 4.406 -0.04 0.17 0.00
C -0.693 1.520 3.414 0.12 0.24 -0.54
C -0.836 0.133 3.681 0.13 0.10 -0.16
N -0.682 -0.820 2.816 -0.38 0.28 0.09
C -0.612 -2.168 3.332 0.21 -0.67 0.22
C 0.778 -2.680 2.948 -0.20 -0.10 0.65
N 0.938 -2.330 1.560 0.57 0.24 -0.36
C 1.816 -2.948 0.846 -0.06 0.11 -0.13
C 1.861 -2.797 -0.571 -0.42 0.07 -0.22
C 3.018 -3.033 -1.319 0.07 0.07 -0.13
C 3.012 -2.857 -2.682 0.33 -0.12 0.19
C 1.814 -2.557 -3.333 -0.23 0.01 0.16
C 0.641 -2.413 -2.631 -0.06 0.03 0.02
C 0.635 -2.443 -1.221 0.95 -0.40 -0.29
O -0.426 -2.174 -0.540 -0.86 0.04 0.70
H 0.319 3.653 0.954 0.06 -0.02 -0.05
H -0.226 5.298 2.718 0.03 0.04 -0.04
H -1.000 4.541 4.929 -0.06 0.06 0.12
H -1.335 2.133 5.366 -0.02 0.02 0.09
H -1.053 -0.138 4.721 0.05 -0.06 -0.16
H -1.364 -2.793 2.840 0.03 0.04 0.08
H -0.756 -2.209 4.422 -0.06 0.03 -0.26
H 0.854 -3.765 3.104 0.01 0.20 -0.02
H 1.546 -2.180 3.553 -0.15 -0.03 0.00
H 2.516 -3.639 1.327 -0.10 0.04 0.01
H 3.925 -3.297 -0.792 0.13 -0.02 -0.04
H 3.928 -2.939 -3.247 0.07 -0.08 -0.04
H 1.812 -2.414 -4.404 -0.03 -0.03 -0.07
H -0.283 -2.173 -3.135 -0.10 0.05 -0.02
C -3.132 -1.128 -1.532 0.36 0.65 0.24
Si -2.197 0.532 -1.328 -0.89 0.14 0.01
C -2.763 1.607 -2.812 0.42 -0.37 0.49
C -2.906 1.417 0.223 0.24 -0.44 -0.58
N -0.519 0.287 -1.014 -1.04 -0.39 0.52
C 0.576 0.674 -1.701 0.76 0.28 -0.06
C 1.863 0.494 -1.147 -0.15 0.02 -0.02
C 3.001 0.922 -1.795 0.13 0.00 -0.04
C 2.923 1.537 -3.035 0.15 0.03 -0.07
C 1.676 1.677 -3.626 0.17 0.06 -0.04
C 0.533 1.254 -2.984 -0.12 -0.05 0.13
H -4.203 -0.961 -1.600 -0.24 0.15 0.01
H -2.946 -1.789 -0.690 0.03 -0.14 0.08
H -2.828 -1.652 -2.433 0.17 -0.08 -0.14
H -3.838 1.753 -2.746 -0.22 -0.05 0.15
H -2.567 1.132 -3.769 0.08 -0.08 -0.16
H -2.302 2.590 -2.813 0.13 0.17 -0.01
H -3.986 1.518 0.160 -0.23 -0.07 -0.01
H -2.494 2.417 0.332 0.17 0.08 0.00
H -2.674 0.860 1.132 -0.03 -0.04 0.19
H 1.963 0.023 -0.173 0.07 0.06 0.01
H 3.964 0.775 -1.325 0.05 -0.01 0.04
H 3.815 1.899 -3.527 0.04 -0.04 -0.06
H 1.600 2.129 -4.607 -0.05 0.03 -0.06
H -0.423 1.366 -3.462 -0.10 0.06 -0.15



(4)
53
Properties=species:S:1:pos:R:3:forces:R:3 method="wB97M-V/def2-TZVPD" largest_force_ha_per_bohr=0.0640 energy_ha=-2749.3059 spin_multiplicity=1 charge=+1 lumo_ev=-4.14 gap_ev=7.6 homo_ev=-11.71
Zr 10.050 -16.670 -3.143 -0.81 0.32 0.61
S 8.945 -17.853 -5.102 0.26 -0.19 -0.01
C 9.178 -19.064 -3.879 1.25 -0.54 1.16
N 10.173 -18.904 -2.952 -1.82 0.10 -0.90
C 10.131 -19.906 -1.972 1.03 -0.14 -0.68
C 11.254 -20.148 -1.142 -0.73 0.06 0.02
C 11.234 -21.303 -0.388 -0.28 0.29 0.27
C 10.142 -22.172 -0.413 -0.01 -0.56 -0.52
C 9.117 -21.980 -1.336 -1.16 -1.11 0.18
C 9.088 -20.848 -2.158 1.78 0.26 0.66
S 8.235 -20.518 -3.636 0.08 0.91 0.12
H 12.125 -19.480 -1.117 -0.57 -0.23 -0.15
H 12.052 -21.560 0.258 0.36 0.08 0.13
H 10.214 -23.099 0.191 -0.40 0.76 -0.47
H 8.320 -22.752 -1.431 0.72 0.67 0.06
S 13.073 -12.945 -3.933 -1.12 -0.32 0.19
C 12.028 -14.116 -3.698 1.91 -0.05 -0.26
N 11.488 -15.181 -3.554 -1.45 -0.28 0.36
N 8.587 -16.285 -1.944 2.36 -0.23 -2.28
P 7.341 -16.505 -1.025 -1.05 0.82 0.83
C 6.795 -14.893 -0.418 0.46 0.19 1.56
C 6.062 -14.833 0.781 -0.58 -0.32 -0.79
C 5.786 -13.657 1.421 0.28 1.06 0.67
C 6.387 -12.470 0.963 -0.49 -0.74 0.06
C 7.182 -12.491 -0.135 0.14 -1.96 -1.24
C 7.392 -13.719 -0.801 -0.01 0.96 -1.43
C 7.857 -17.354 0.474 0.43 0.76 -0.40
C 7.512 -18.658 0.746 0.09 0.87 0.80
C 7.742 -19.153 2.030 -0.19 -1.82 -0.68
C 8.389 -18.423 2.992 -0.37 0.67 -0.08
C 8.807 -17.142 2.647 1.24 0.73 0.62
C 8.624 -16.618 1.386 -0.49 -0.09 0.62
C 5.946 -17.342 -1.813 1.33 -0.78 -0.97
C 6.114 -17.677 -3.174 -0.85 -0.61 0.35
C 5.144 -18.512 -3.791 0.64 -0.09 0.18
C 4.072 -18.969 -3.019 -0.57 -0.18 -1.08
C 3.939 -18.584 -1.712 -1.83 -1.07 0.20
C 4.881 -17.866 -1.091 0.95 2.13 1.93
H 5.622 -15.741 1.107 -0.38 -0.66 0.66
H 5.160 -13.589 2.319 0.22 -0.35 -0.48
H 6.183 -11.530 1.389 -0.35 0.88 0.85
H 7.577 -11.644 -0.631 0.36 0.94 0.09
H 7.895 -13.664 -1.767 0.31 -0.19 0.36
H 7.021 -19.166 -0.044 -0.56 -0.94 -0.22
H 7.441 -20.190 2.231 0.06 0.48 0.06
H 8.486 -18.809 3.995 0.19 -0.01 0.06
H 9.353 -16.469 3.330 -0.37 -0.77 -0.04
H 9.020 -15.611 1.261 -0.41 -0.16 -0.58
H 7.030 -17.375 -3.696 -0.83 0.01 0.18
H 5.307 -18.869 -4.823 -0.24 0.38 0.60
H 3.219 -19.600 -3.330 0.97 0.32 -0.68
H 3.023 -18.899 -1.206 0.45 0.06 0.15
H 4.766 -17.581 -0.029 0.06 -0.32 -0.62